{"formula": "C12H24InN6O6", "method": "ωB97M-V/def2-TZVPD", "charge": 1, "homo_energy_ev": [-10.15, -10.17], "max_force_ev_per_a": 3.644, "gap_ev": [4.911, 4.929], "species": ["O", "H", "In", "N", "N", "N", "N", "O", "O", "O", "O", "C", "C", "C", "C", "C", "H", "H", "H", "C", "H", "H", "H", "C", "C", "H", "H", "H", "H", "H", "H", "H", "H", "C", "H", "H", "H", "O", "H", "H", "N", "C", "C", "C", "N", "H", "H", "H", "H"], "positions_angstrom": [[2.162, 4.534, -0.601], [2.286, 5.349, -0.088], [0.432, -0.150, 0.284], [1.394, -1.873, -0.496], [0.845, 0.478, -1.630], [-0.227, -1.096, 2.104], [-0.591, 1.400, 1.195], [1.526, -3.023, 0.153], [-0.125, -2.473, 2.400], [-0.706, 2.691, 0.627], [0.355, 1.607, -2.027], [1.400, -0.484, -2.443], [1.661, -1.768, -1.844], [-1.115, -0.343, 2.750], [-1.331, 1.025, 2.232], [2.157, -2.978, -2.526], [1.428, -3.798, -2.405], [3.106, -3.253, -2.043], [2.303, -2.723, -3.581], [1.585, -0.058, -3.837], [2.205, 0.854, -3.821], [0.595, 0.189, -4.260], [2.069, -0.881, -4.364], [-1.832, -0.834, 3.959], [-2.293, 1.981, 2.841], [-1.266, -1.684, 4.378], [-2.855, -1.148, 3.676], [-1.885, 0.009, 4.667], [-2.569, 2.735, 2.081], [-1.779, 2.461, 3.692], [-3.160, 1.403, 3.194], [0.480, -2.839, 1.683], [-0.082, 2.687, -0.151], [2.726, 3.464, 0.141], [2.780, 2.624, -0.551], [2.023, 3.173, 0.921], [3.710, 3.721, 0.552], [2.373, -0.266, 1.527], [1.722, -0.623, 2.208], [2.545, -1.087, 0.980], [-2.639, -0.025, -0.570], [-3.616, -0.585, -1.310], [-3.020, -1.714, -1.909], [-1.682, -1.759, -1.475], [-1.473, -0.701, -0.683], [-2.687, 0.820, -0.020], [-4.606, -0.169, -1.349], [-3.450, -2.421, -2.570], [-0.878, -2.447, -1.690]], "forces_ev_per_a": [[0.1033, 0.5540, 0.3078], [-0.1216, -0.3635, -0.3515], [1.2113, -0.7309, -1.8449], [0.2773, -0.4493, -2.7671], [1.2291, -1.3669, -1.3315], [-2.4307, -0.5147, 1.6347], [-1.5176, 1.3280, 1.6339], [-0.1808, 0.4028, 0.2678], [-0.3182, 2.1173, 0.1282], [-0.0620, -1.6141, 1.1384], [0.4499, -0.0369, -0.0420], [-1.3356, 2.6610, 1.6320], [-0.5188, -0.1887, 3.3635], [1.9484, -2.6863, -0.5530], [1.6381, 2.3388, -2.2640], [0.1226, 0.3165, -0.4089], [0.4146, 0.1818, -0.0528], [-0.2922, -0.2447, -0.3048], [0.1173, -0.5362, 0.2082], [0.0798, -0.3994, -0.2147], [-0.2480, -0.3294, -0.3264], [0.4931, -0.0383, -0.1063], [-0.0629, 0.4542, -0.4496], [-0.0267, 0.1632, -0.1193], [-0.1036, -0.3456, -0.0508], [-0.4620, 0.3956, -0.1100], [0.3872, 0.0484, 0.3071], [-0.1391, -0.5341, -0.0522], [0.0570, -0.2936, 0.6045], [-0.4132, 0.0010, -0.2287], [0.1502, 0.5346, 0.0250], [0.2076, 0.2225, -0.3323], [-0.4507, -0.2441, 0.0118], [-0.3265, 0.0786, -0.4076], [0.3462, -0.0173, -0.0037], [0.1668, -0.0771, 0.5457], [-0.2239, -0.2784, -0.0408], [-1.1657, -1.3001, 0.5270], [1.8106, 0.5083, -0.4800], [0.4021, 0.7238, 0.7427], [0.1011, -0.4855, -0.3610], [1.3695, -1.3287, -0.4282], [-0.0317, 0.7810, 0.5919], [-1.2176, 1.3402, 0.3199], [-0.7432, -0.3733, 0.3708], [0.0673, -0.0625, -0.2821], [-0.0591, -0.0208, -0.0812], [-0.5395, -0.3296, -0.3878], [-0.1598, 0.0384, 0.0223]]}



{"formula": "C12H24IrN3O2S4", "method": "ωB97M-V/def2-TZVPD", "charge": 3, "homo_energy_ev": [-18.57, -18.52], "max_force_ev_per_a": 5.735, "gap_ev": [7.566, 5.081], "spin_multiplicity": 2, "s_squared": 0.76, "species": ["Ir", "C", "C", "S", "C", "C", "S", "C", "C", "S", "H", "H", "H", "H", "H", "H", "H", "H", "H", "H", "H", "H", "N", "C", "C", "O", "O", "H", "H", "H", "H", "C", "N", "C", "C", "N", "C", "S", "H", "H", "H", "H", "H", "H", "H", "H"], "positions_angstrom": [[1.085, 0.072, -0.136], [2.132, -2.327, 1.794], [3.001, -1.236, 2.379], [2.887, 0.337, 1.478], [2.187, 1.516, 2.683], [1.033, 2.285, 2.082], [-0.244, 1.328, 1.235], [-0.961, 0.216, 2.444], [-0.141, -1.017, 2.736], [0.530, -1.748, 1.214], [2.586, -2.791, 0.918], [1.971, -3.122, 2.527], [2.811, -1.023, 3.429], [4.044, -1.550, 2.313], [1.935, 0.981, 3.597], [2.979, 2.222, 2.936], [0.532, 2.893, 2.840], [1.378, 2.967, 1.302], [-1.152, 0.788, 3.355], [-1.931, -0.040, 2.016], [0.674, -0.839, 3.433], [-0.788, -1.775, 3.182], [2.542, -0.668, -1.771], [2.568, 0.376, -2.784], [1.322, 1.499, -2.522], [0.847, 1.859, -3.544], [1.056, 1.689, -1.270], [3.433, -0.726, -1.288], [2.290, -1.565, -2.181], [2.338, 0.017, -3.779], [3.451, 1.011, -2.743], [-3.312, -1.581, -0.464], [-3.028, -0.514, -1.417], [-4.127, 0.337, -1.940], [-3.441, 1.151, -3.052], [-2.021, 0.777, -2.863], [-1.882, -0.177, -1.967], [-0.341, -1.021, -1.675], [-3.822, -1.163, 0.405], [-2.387, -2.068, -0.169], [-3.970, -2.318, -0.922], [-4.520, 0.954, -1.133], [-4.940, -0.286, -2.307], [-3.577, 2.224, -2.952], [-3.767, 0.859, -4.047], [-1.258, 1.196, -3.371]], "forces_ev_per_a": [[-0.0250, -0.8556, -1.3500], [-0.0214, -0.3662, 0.1316], [0.3739, -0.1379, 0.1025], [-0.2736, 0.4762, -0.6803], [0.0303, 0.0408, 0.1932], [-0.0911, 0.2605, 0.1651], [-0.1907, 0.5390, -0.2745], [-0.1117, -0.1129, 0.2035], [-0.1534, -0.1579, 0.2686], [0.3114, -0.5527, 0.0701], [0.0302, 0.0018, 0.0151], [-0.0105, -0.0182, -0.0229], [-0.0976, -0.0253, -0.0125], [0.0372, 0.0760, 0.0306], [-0.1023, -0.0307, -0.0338], [0.0831, -0.0450, -0.0396], [0.0288, 0.0064, -0.0033], [-0.0259, 0.0512, -0.0075], [-0.0343, 0.0065, -0.0277], [0.0002, -0.0250, 0.0356], [-0.0128, 0.1102, -0.0317], [0.0759, -0.0707, -0.0005], [-0.3349, 0.3844, 1.6151], [-1.9778, 2.5242, 0.4006], [3.8407, -3.6832, -2.1379], [-1.6684, 1.4128, 0.2493], [-0.4022, 0.8334, 1.1505], [0.1204, -0.4042, -0.3458], [0.2114, -0.0296, 0.1800], [0.3383, -0.1795, -0.0384], [0.3018, -0.4715, -0.1011], [-0.0371, 0.1157, -0.1110], [-0.1777, -0.1502, 0.2181], [0.0325, 0.0450, 0.0212], [0.0919, -0.1562, -0.0035], [-0.0056, 0.1088, 0.0688], [-0.2167, 0.1015, 0.0255], [-0.4723, 0.4416, 0.1780], [0.0260, 0.0010, 0.0058], [0.0549, -0.0527, 0.0259], [0.0030, -0.0204, -0.0241], [0.0567, 0.0273, 0.0377], [0.0439, -0.0939, -0.0524], [0.0621, 0.0445, 0.0983], [0.0313, -0.0609, -0.0524], [0.2570, 0.0920, -0.1397]]}